1.
Entry from the OMol25 dataset: 3 unconnected molecules or ions with the total composition C10H21BrN3O5 at a distorted geometry (ωB97M-V/def2-TZVPD).

```
40
Properties=species:S:1:pos:R:3:forces:R:3:nbo_charge:R:1
C 0.2985 -3.2526 -0.9642 -0.09 0.17 -0.20 -0.252
O 0.5183 -2.1871 -1.8760 0.28 0.16 -0.10 -0.563
C 1.5919 -1.3447 -1.4930 -0.01 -0.55 0.08 -0.078
C 1.1443 -0.1138 -0.7534 0.26 0.18 0.00 -0.434
C 0.3294 0.8438 -1.6086 0.04 -0.29 0.30 -0.485
C -1.1079 0.6088 -1.8561 0.25 0.00 -0.67 0.499
N -1.7032 1.2375 -2.8131 -0.35 -0.05 -0.35 -0.437
C -3.1755 1.1059 -2.8174 -0.14 1.19 0.39 -0.243
C -3.4005 0.7203 -1.3660 0.85 -1.43 -0.11 -0.409
C -2.1305 -0.1608 -1.1061 -1.06 0.33 0.31 -0.338
Br -2.4248 -1.8890 -1.9413 -0.26 0.11 -0.05 0.119
H -0.4309 -3.9167 -1.4133 0.01 -0.13 -0.07 0.200
H 1.2205 -3.7961 -0.7797 0.14 -0.10 0.08 0.191
H -0.1216 -2.8907 -0.0240 0.07 0.02 0.22 0.157
H 2.2868 -1.8933 -0.8649 0.19 -0.05 0.07 0.215
H 2.1412 -1.0460 -2.3849 -0.07 -0.03 -0.23 0.188
H 0.6774 -0.3534 0.2004 -0.25 -0.05 0.06 0.208
H 2.0583 0.4266 -0.5102 0.09 0.08 0.18 0.255
H 0.8155 0.9400 -2.5771 0.12 0.26 -0.14 0.252
H 0.3462 1.8204 -1.1172 0.01 0.24 -0.08 0.274
H -1.2229 1.8345 -3.4744 0.14 -0.11 -0.04 0.439
H -3.6055 2.0811 -3.0340 0.04 0.06 -0.12 0.237
H -3.5540 0.4157 -3.5586 0.27 -0.42 -0.07 0.250
H -4.2737 0.1037 -1.2126 -0.37 0.26 0.18 0.260
H -3.3465 1.5925 -0.7251 -0.27 0.17 0.14 0.227
H -1.9047 -0.3363 -0.0656 0.16 -0.02 0.15 0.258
C 3.4450 -0.4436 3.1572 0.05 -0.20 0.10 -0.492
N 3.6968 -0.4593 1.6901 0.13 -0.03 -0.02 0.538
O 3.5679 -1.5107 1.0893 -0.13 0.07 0.13 -0.396
O 4.0293 0.5880 1.1769 -0.13 0.02 -0.02 -0.376
H 3.1868 -1.4464 3.4752 0.04 -0.05 -0.08 0.230
H 4.3636 -0.1063 3.6269 -0.02 0.09 0.02 0.246
H 2.6357 0.2516 3.3514 0.08 0.11 -0.06 0.255
C -1.4470 1.4314 3.1911 0.05 -0.13 0.06 -0.484
N -0.1763 2.2134 3.1829 -0.08 -0.04 0.12 0.536
O 0.8497 1.6230 3.4616 -0.07 0.06 -0.10 -0.394
O -0.2635 3.3870 2.9069 0.06 -0.04 -0.08 -0.352
H -1.2185 0.4061 3.4580 0.03 0.02 0.00 0.233
H -2.1075 1.8920 3.9187 -0.02 0.05 -0.03 0.252
H -1.8743 1.5066 2.1951 -0.04 0.06 0.03 0.213
```
Forces are in eV/Å.

As for the charge: +1. As for the electronic energy: -95448.279 eV. For the HOMO-LUMO gap, the calculation gives 8.4 eV.

2.
Entry from the OMol25 dataset: 3 unconnected molecules or ions with the total composition C13H32Br4NO4PSi (ωB97M-V/def2-TZVPD).

```
56
Properties=species:S:1:pos:R:3:forces:R:3:nbo_charge:R:1
C 3.4787 1.1485 -0.1646 0.12 0.06 0.06 -0.641
C 4.0692 -0.0041 -0.9642 -0.07 0.02 -0.28 -0.210
N 3.0960 -0.5775 -1.9255 0.07 -0.54 0.62 -1.071
Si 1.4631 -0.8299 -1.4424 -0.02 0.19 -0.12 1.475
O 0.3805 0.1848 -2.1283 -0.01 -0.06 0.05 -0.907
C -0.3576 1.1576 -1.3880 -0.12 0.02 -0.06 -0.039
C -1.6273 0.5904 -0.7334 0.06 0.03 0.10 -0.264
C -1.4047 0.2246 0.7492 0.16 -0.14 -0.01 -0.622
C -2.7742 1.5900 -0.9280 0.03 -0.05 0.04 -0.377
C -4.1372 1.1852 -0.3677 -0.11 0.02 -0.07 -0.224
C -4.6064 -0.1396 -0.9655 0.01 -0.08 -0.06 -0.611
C -5.1492 2.2943 -0.6495 -0.07 -0.04 0.02 -0.597
P 0.9272 -2.9512 -2.0700 -0.02 0.12 0.23 1.924
O 0.5125 -3.7942 -0.9268 0.03 -0.09 0.00 -1.130
O 2.2389 -3.4548 -2.8492 0.00 0.13 -0.01 -1.003
O -0.1934 -2.9436 -3.2241 0.31 0.10 -0.18 -0.993
H 2.9107 0.8096 0.7029 -0.09 -0.02 -0.07 0.210
H 4.2712 1.8009 0.2040 0.00 -0.03 0.02 0.223
H 2.8296 1.7586 -0.7979 -0.01 0.01 0.00 0.216
H 4.4189 -0.8063 -0.3088 0.13 0.24 0.10 0.188
H 4.9335 0.3572 -1.5254 -0.04 0.00 -0.06 0.188
H 3.4716 -1.4671 -2.2432 0.01 0.18 -0.37 0.403
H 1.2461 -0.7906 0.0105 -0.06 0.03 -0.03 -0.212
H -0.6205 1.9430 -2.1006 0.00 -0.05 -0.03 0.185
H 0.2733 1.6114 -0.6184 0.04 -0.08 -0.10 0.173
H -1.8585 -0.3241 -1.2865 -0.10 0.06 -0.05 0.210
H -1.3135 -0.8532 0.8963 -0.03 0.00 -0.02 0.217
H -0.4782 0.6586 1.1312 -0.04 0.09 0.00 0.203
H -2.2109 0.5781 1.3887 -0.03 -0.01 0.00 0.214
H -2.9107 1.7397 -2.0060 0.07 0.07 0.00 0.198
H -2.4740 2.5593 -0.5120 -0.03 -0.01 0.06 0.208
H -4.0806 1.0665 0.7181 0.06 0.02 0.00 0.195
H -5.6647 -0.3130 -0.7617 0.02 0.00 0.04 0.209
H -4.4739 -0.1423 -2.0518 -0.04 0.04 0.00 0.201
H -4.0497 -0.9915 -0.5698 0.02 0.03 0.01 0.208
H -6.1453 2.0165 -0.2989 0.02 0.00 0.02 0.205
H -5.2232 2.4905 -1.7225 0.02 0.01 0.00 0.200
H -4.8681 3.2236 -0.1506 0.04 0.01 -0.05 0.209
H 2.2064 -4.3921 -3.0744 0.02 -0.13 -0.05 0.509
H -1.0065 -3.3267 -2.8894 -0.32 -0.11 0.11 0.511
Br 4.9770 -5.5102 1.6801 0.01 0.02 0.00 -0.017
C 3.3257 -5.0043 2.5706 0.02 0.00 -0.01 -0.448
C 2.4640 -4.1196 1.7121 -0.05 0.04 -0.07 -0.441
Br 3.1725 -2.3109 1.5839 0.07 -0.17 0.12 -0.030
H 3.6138 -4.5212 3.4989 -0.03 -0.02 0.02 0.228
H 2.8025 -5.9332 2.7853 0.01 -0.01 -0.02 0.230
H 1.4698 -4.0174 2.1399 0.01 0.01 0.02 0.235
H 2.3681 -4.4758 0.6918 -0.05 -0.02 0.02 0.252
Br 0.3264 4.0855 0.4353 0.01 0.15 0.02 -0.007
C 0.4383 4.7032 2.2708 -0.04 -0.03 0.00 -0.450
C -0.0312 3.6435 3.2355 -0.01 0.02 0.00 -0.450
Br -1.9606 3.4305 3.1962 0.00 -0.02 -0.02 -0.008
H -0.1638 5.6041 2.3347 0.02 0.01 0.02 0.232
H 1.4834 4.9447 2.4495 0.01 -0.03 0.00 0.230
H 0.2232 3.9236 4.2551 -0.02 0.01 0.00 0.231
H 0.3918 2.6703 3.0047 0.03 0.01 0.02 0.231
```
Forces are in eV/Å.

As for the electronic energy: -321021.354 eV. For the HOMO-LUMO gap, the calculation gives 9.8 eV. As for the SMILES: CCN[Si@@H](OC[C@@H](C)CC(C)C)P(=O)(O)O.BrCCBr.BrCCBr.

3.
Entry from the OMol25 dataset: a molecular structure, C2H4N3OP at a distorted geometry (ωB97M-V/def2-TZVPD).

```
11
Properties=species:S:1:pos:R:3:forces:R:3:nbo_charge:R:1
C -0.1645 -0.9548 -0.9071 0.26 -0.23 0.32 -0.049
C 0.9259 -1.2916 -0.0734 0.16 0.23 -0.12 -0.378
N -1.0990 -1.8677 -0.7469 -0.67 0.05 -0.39 -0.234
N 0.5995 -2.4139 0.5676 0.44 -0.37 0.53 -0.203
N -0.5920 -2.7093 0.1340 0.03 0.19 -0.11 -0.144
O 2.6840 0.5194 -0.8240 0.10 0.90 -0.84 -0.978
P 2.5700 -0.5217 0.1915 -0.38 -1.08 0.79 1.340
H -0.2849 -0.1203 -1.5635 -0.05 0.18 -0.20 0.234
H -1.1067 -3.5224 0.4405 0.14 0.11 0.00 0.412
H 0.2987 1.8209 0.8007 0.27 1.06 -0.58 -0.020
H 0.4982 2.4742 0.4245 -0.30 -1.05 0.60 0.019
```
Forces are in eV/Å.

The value obtained for the relative energy (zero: lowest compared OMol25 entry of this formula, charge and spin) is 24.7 kcal per mole. As for the electronic energy: -17943.444 eV. For the HOMO-LUMO gap, the calculation gives 8.9 eV.

4.
Entry from the OMol25 dataset: a molecular structure, C35H36BrF3N7O3RuSe2 at a distorted geometry (ωB97M-V/def2-TZVPD).

```
88
Properties=species:S:1:pos:R:3:forces:R:3:lowdin_spin:R:1
Ru -0.5489 -0.3323 0.1019 -0.95 -0.66 2.03 0.427
O -3.9605 0.0883 -1.2533 0.17 -0.03 0.21 0.016
C -4.5924 -1.0318 -1.8048 -0.02 -0.10 -0.01 0.002
C -3.9149 -2.3404 -1.3617 0.17 0.53 -0.09 0.011
C -4.8557 -3.4677 -1.8357 0.07 -0.07 -0.25 0.001
O -5.0754 -3.5180 -3.2481 0.14 -0.07 0.30 0.000
C -2.5612 -2.5478 -2.0533 0.08 -0.08 0.25 0.049
Se -1.1895 -1.1340 -2.0720 0.13 0.76 0.43 0.483
C -3.8137 -2.4906 0.1581 0.06 0.21 0.12 0.000
Se -2.6340 -1.3562 1.2795 0.29 0.16 -0.81 -0.008
H -4.3864 0.8998 -1.5411 0.00 0.01 -0.07 0.000
H -4.5457 -0.9757 -2.9027 -0.11 -0.09 0.00 0.001
H -5.6472 -1.0648 -1.4925 -0.03 -0.08 -0.06 0.000
H -5.8103 -3.3744 -1.3056 0.01 -0.03 0.02 0.000
H -4.4113 -4.4292 -1.5765 -0.04 -0.04 -0.01 0.000
H -5.5467 -2.7271 -3.5217 -0.07 0.03 0.03 0.000
H -2.7552 -2.7189 -3.1091 0.10 0.03 -0.13 0.000
H -2.0809 -3.4461 -1.6607 -0.10 -0.03 -0.03 0.010
H -3.5067 -3.5162 0.3795 -0.17 -0.09 -0.09 0.000
H -4.8049 -2.3342 0.5888 -0.01 -0.07 0.04 0.000
C 0.2769 -6.1855 0.4736 -0.05 0.15 0.02 -0.001
C 1.5631 -5.6567 0.5587 0.02 -0.13 -0.04 0.000
C 1.7624 -4.2915 0.5463 -0.03 0.36 -0.03 -0.001
C 0.6645 -3.4225 0.4645 -0.10 -0.60 0.09 0.001
C -0.6094 -3.9527 0.3640 -0.07 0.07 0.00 0.000
C -0.8060 -5.3265 0.3718 0.08 -0.11 -0.01 0.000
N 0.8129 -1.9956 0.5125 -0.76 -0.08 -0.38 0.004
N 1.9494 -1.6787 0.8769 1.26 0.15 0.16 -0.008
C 2.3108 -0.3298 0.8211 0.17 0.44 0.30 -0.001
C 3.6240 -0.0473 1.1665 0.13 -0.30 0.15 -0.002
C 4.1033 1.2392 1.0215 0.07 0.00 0.06 -0.001
C 3.2456 2.2046 0.5276 -0.06 -0.04 0.10 -0.002
C 1.9414 1.8468 0.2273 -0.05 0.17 -0.10 0.000
N 1.4638 0.6122 0.3949 -0.13 -0.50 -1.21 0.003
H 0.1253 -7.2572 0.4835 0.01 0.01 0.00 0.000
H 2.4167 -6.3215 0.6314 -0.05 0.06 -0.04 0.000
H 2.7576 -3.8759 0.5881 0.03 -0.05 0.04 0.000
H -1.4397 -3.2708 0.3241 0.01 0.05 0.06 0.000
H -1.8128 -5.7222 0.3066 0.03 0.02 -0.01 0.000
H 4.2415 -0.8679 1.5083 0.01 0.09 0.00 0.000
H 5.1273 1.4840 1.2730 -0.01 -0.05 0.00 0.000
H 3.5672 3.2271 0.3788 -0.03 -0.05 -0.04 0.000
H 1.2591 2.5782 -0.1738 -0.04 -0.08 0.00 0.000
C -4.2987 -3.3220 5.3555 0.01 0.10 0.05 0.000
C -3.9145 -1.9093 5.7208 0.00 -0.07 0.08 0.000
C -3.8652 -0.9020 4.7654 -0.04 0.06 -0.01 0.000
C -3.4895 0.3922 5.0991 -0.20 0.02 -0.08 0.000
C -3.1152 0.6982 6.4003 -0.15 0.12 -0.09 0.000
N -2.6699 1.9909 6.7779 0.12 -0.19 0.03 0.000
C -2.0570 2.9902 6.0612 -0.09 0.11 0.06 0.000
O -2.0807 4.1478 6.4455 0.01 -0.27 -0.08 0.000
N -1.4171 2.6617 4.8802 0.08 -0.20 -0.17 0.000
C -0.8869 1.4441 4.4207 0.15 0.07 0.21 0.000
C -0.4396 0.4366 5.2641 0.19 0.05 0.10 0.000
C -0.0070 -0.7528 4.7079 0.02 0.01 0.12 0.000
C -0.0167 -0.9024 3.3358 -0.06 0.00 -0.09 0.001
N -0.3734 0.0928 2.5194 0.13 0.11 -0.76 0.001
C -0.7799 1.2427 3.0509 -0.16 0.10 0.01 0.000
C -3.2013 -0.2897 7.3767 0.08 -0.04 0.04 0.000
C -3.6011 -1.5731 7.0379 0.00 0.00 -0.05 0.000
H -4.5495 -3.3976 4.2975 0.02 0.00 0.03 0.000
H -5.1592 -3.6577 5.9388 0.02 0.01 -0.03 0.000
H -3.4767 -4.0121 5.5593 -0.02 0.01 -0.03 0.000
H -4.1177 -1.1184 3.7325 0.04 0.02 0.09 0.000
H -3.4905 1.1593 4.3329 0.01 -0.07 0.05 0.000
H -2.9314 2.3052 7.6958 -0.08 0.08 0.09 0.000
H -1.2603 3.4704 4.3046 0.07 0.13 -0.04 0.000
H -0.4215 0.5824 6.3363 -0.08 -0.01 -0.03 0.000
H 0.3350 -1.5644 5.3368 -0.04 0.02 -0.03 0.000
H 0.2630 -1.8394 2.8770 -0.05 0.02 0.04 0.000
H -1.0591 2.0393 2.3729 -0.02 -0.13 0.02 0.000
H -2.9449 -0.0517 8.4048 0.02 -0.02 -0.06 0.000
H -3.6616 -2.3322 7.8118 0.02 0.04 -0.03 0.000
F -0.7071 2.5939 0.3156 -0.05 -0.10 -0.09 -0.001
C -1.4885 1.5015 -0.1051 -0.80 -0.01 -0.45 0.005
F -2.6239 1.6848 0.6413 0.19 0.07 -0.04 0.001
F -1.8807 1.8980 -1.3700 0.28 0.00 0.27 0.005
Br 3.0864 -0.7485 -2.4398 0.05 -0.04 0.06 0.002
C 2.2243 0.8795 -2.9183 -0.15 0.07 -0.11 0.000
C 3.0034 1.9855 -3.2207 0.15 0.07 0.01 0.000
C 2.3433 3.1213 -3.6608 0.07 -0.02 0.00 0.000
C 0.9645 3.0895 -3.8041 -0.09 -0.01 0.03 0.000
C 0.2935 1.9265 -3.4604 0.01 -0.02 0.11 0.001
N 0.9161 0.8424 -2.9889 0.19 0.09 -0.33 0.000
H 4.0804 1.9489 -3.1223 -0.06 0.00 -0.01 0.000
H 2.9056 4.0136 -3.9089 -0.01 -0.03 0.01 0.000
H 0.4150 3.9463 -4.1715 0.03 -0.04 0.01 0.000
H -0.7819 1.8412 -3.5603 0.03 0.03 0.10 0.001
```
Forces are in eV/Å.

Its spin multiplicity is 2. The value obtained for the relative energy (zero: lowest compared OMol25 entry of this formula, charge and spin) is 27.1 kcal per mole. As for the electronic energy: -264921.829 eV. For the HOMO-LUMO gap (alpha / beta), the calculation gives 5.3 / 5.1 eV.

5.
Entry from the OMol25 dataset: a molecular structure, C2H3NaORb at a distorted geometry (ωB97M-V/def2-TZVPD).

```
8
Properties=species:S:1:pos:R:3:forces:R:3:nbo_charge:R:1
O 1.6380 -0.2908 -2.9160 -2.21 -5.11 0.19 -0.496
C 1.2723 -1.4898 -2.8847 3.06 5.38 -0.20 0.328
Na 2.5774 -3.1044 2.0781 -1.15 -0.07 -0.31 0.649
Rb 1.6510 0.2925 2.4418 -0.66 -0.43 -0.19 0.802
H 2.1703 -2.1912 -2.9419 -0.87 -0.26 0.10 0.132
C 0.2160 -2.4788 1.6827 0.90 -0.02 0.04 -1.702
H -0.7651 -2.0422 1.3935 0.66 0.29 0.11 0.151
H 0.0050 -3.5703 1.6644 0.28 0.22 0.25 0.136
```
Forces are in eV/Å.

Its spin multiplicity is 2. The value obtained for the relative energy (zero: lowest compared OMol25 entry of this formula, charge and spin) is 106.5 kcal per mole. As for the electronic energy: -9233.505 eV. For the HOMO-LUMO gap (alpha / beta), the calculation gives 3.0 / 2.9 eV.

6.
Entry from the OMol25 dataset: 2 unconnected molecules or ions with the total composition C6H12N3OS (ωB97M-V/def2-TZVPD).

```
23
Properties=species:S:1:pos:R:3:forces:R:3:nbo_charge:R:1
C 2.1977 -3.1239 -0.8403 -0.44 0.11 -0.28 -0.179
C 1.2111 -2.8382 -1.4613 -0.21 0.21 0.05 -0.291
C 0.3638 1.6150 -0.4814 0.09 0.70 -0.09 0.462
C -0.7772 0.0022 0.9882 -0.21 -0.12 0.33 0.572
C 1.2495 1.5649 -1.6826 0.08 0.14 -0.06 -0.699
C -1.3592 1.0269 1.9060 -0.10 0.61 0.19 -0.145
N -0.0655 2.6022 0.1656 -0.15 0.03 0.17 -0.658
N -0.0099 0.3254 -0.0424 0.17 -0.67 -0.30 -0.570
N -1.0601 -1.2480 1.2474 -0.03 0.03 0.05 -0.693
O -2.0702 0.3593 2.9138 -0.04 -0.21 0.03 -0.728
S -0.2159 -2.3250 -2.2327 0.12 0.00 0.19 0.037
H 3.0693 -3.4205 -0.3335 0.49 -0.13 0.31 0.256
H 2.2157 1.1404 -1.4124 0.07 -0.07 0.00 0.251
H 1.4107 2.5621 -2.0817 -0.02 0.01 0.03 0.254
H 0.8094 0.9425 -2.4593 -0.03 -0.07 -0.08 0.245
H -1.9960 1.6968 1.3093 0.17 -0.13 0.09 0.245
H -0.5434 1.6498 2.3007 -0.16 -0.16 -0.13 0.246
H 0.2208 3.5130 -0.1743 0.18 -0.14 -0.26 0.382
H 0.3455 -0.4390 -0.6136 -0.04 0.18 0.20 0.426
H -0.7286 -2.0161 0.6809 0.00 -0.02 0.03 0.429
H -1.6472 -1.4259 2.0566 0.08 -0.03 -0.11 0.459
H -2.4760 1.0027 3.5063 0.04 -0.09 -0.07 0.510
H -0.1441 -3.1665 -3.2595 -0.06 -0.18 -0.30 0.189
```
Forces are in eV/Å.

As for the charge: +1. The value obtained for the relative energy (zero: lowest compared OMol25 entry of this formula, charge and spin) is 21.2 kcal per mole. As for the electronic energy: -23761.748 eV. For the HOMO-LUMO gap, the calculation gives 9.5 eV.